Molecular formula: C39H42GeN4O2SiV
Method: DFT, ωB97M-V/def2-TZVPD

Each line ends with the Mulliken charge.
Element x y z (Å)
V 0.22488 0.18087 0.25406  -0.698
C 0.03645 -0.66684 4.26470  -0.825
C 0.13010 -1.62750 3.12224  0.567
C 0.44715 -2.96083 3.33349  -0.957
C 0.44104 -3.84270 2.26001  -0.715
C 0.08928 -3.39999 0.99864  -0.830
C -0.26637 -2.06214 0.85984  0.967
N -0.19222 -1.18988 1.89126  0.395
N -0.60066 -1.40885 -0.33045  0.149
Si -1.64182 -2.23415 -1.53320  -0.375
C -0.57725 -3.30979 -2.63280  -1.024
C -2.91388 -3.20210 -0.56685  -1.012
C -2.48630 -0.93953 -2.58190  -1.001
H -0.76877 -0.97909 4.93272  0.433
H -0.20393 0.33699 3.92861  -0.273
H 0.95274 -0.65965 4.85669  0.409
H 0.67161 -3.30135 4.33442  0.543
H 0.70400 -4.88115 2.41284  0.497
H 0.08409 -4.06251 0.14718  0.414
H -0.14120 -4.16613 -2.11821  0.362
H 0.23647 -2.73598 -3.07974  0.315
H -1.18360 -3.70684 -3.45015  0.398
H -2.51416 -4.10873 -0.11328  0.352
H -3.72230 -3.50870 -1.23307  0.446
H -3.35716 -2.59639 0.22604  0.321
H -1.80280 -0.43538 -3.26476  0.276
H -3.02186 -0.19433 -1.98941  0.270
H -3.23079 -1.44312 -3.20219  0.493
O 3.23122 2.92471 -5.35760  -0.505
C 1.83433 2.77341 -5.36038  -0.564
C 1.40992 2.20961 -4.03373  0.055
C 0.06499 2.12387 -3.69363  -1.305
C -0.28495 1.60206 -2.46364  -1.200
N 0.61818 1.14696 -1.59330  0.971
C 1.92257 1.21459 -1.91811  0.228
C 2.35294 1.75053 -3.11937  -0.548
C 2.86252 0.62923 -0.92723  0.541
C 4.23539 0.71078 -1.04535  -0.545
C 5.04626 0.06885 -0.11016  0.807
C 6.54725 0.16343 -0.26065  -0.973
O 6.93990 -0.09523 -1.59015  -0.491
C 4.43729 -0.64721 0.90890  -1.201
C 3.05716 -0.66160 0.98805  -0.264
N 2.28676 -0.02912 0.10266  0.939
H 3.52880 3.21947 -6.22410  0.328
H 1.49952 2.08381 -6.14504  0.352
H 1.31829 3.72850 -5.51560  0.365
H -0.71122 2.47419 -4.36094  0.566
H -1.32078 1.55863 -2.15441  0.973
H 3.39926 1.80303 -3.37482  0.686
H 4.69493 1.24286 -1.86462  0.499
H 7.04891 -0.48391 0.46274  0.422
H 6.85252 1.19061 -0.04461  0.264
H 7.04300 -1.04367 -1.72059  0.329
H 5.01997 -1.18214 1.64639  0.479
H 2.53513 -1.19390 1.77509  0.279
C -2.41719 5.64452 -1.77412  -0.617
C -3.13598 5.12861 -0.70639  -0.848
C -2.53736 4.22314 0.15637  -0.582
C -1.21203 3.82141 -0.04192  1.035
C -0.50704 4.33850 -1.13419  0.309
C -1.10116 5.24946 -1.98740  -1.025
Ge -0.42925 2.66495 1.26989  -0.302
C -1.53870 2.25600 2.78414  0.227
C -2.69398 1.48197 2.67178  0.156
C -3.47719 1.22473 3.78487  -0.840
C -3.11312 1.74373 5.02154  -0.621
C -1.96722 2.51607 5.14552  -0.634
C -1.17577 2.76484 4.03393  -0.243
C 1.43677 2.94007 1.65905  0.840
C 2.09704 2.12988 2.58767  0.123
C 3.41681 2.37299 2.93023  -0.736
C 4.09687 3.43271 2.34455  -0.683
C 3.45599 4.24661 1.41979  -0.818
C 2.13741 4.00016 1.07338  -0.546
H -2.88012 6.36081 -2.43966  0.435
H -4.15833 5.43770 -0.53862  0.460
H -3.10545 3.84520 0.99880  0.386
H 0.51598 4.03094 -1.32575  0.228
H -0.54224 5.66085 -2.81771  0.485
H -2.99393 1.06719 1.71373  0.409
H -4.37177 0.62414 3.69101  0.473
H -3.72698 1.54785 5.89045  0.435
H -1.69129 2.92579 6.10765  0.465
H -0.27809 3.36256 4.14984  0.449
H 1.57568 1.30801 3.06400  0.245
H 3.91081 1.74970 3.66410  0.512
H 5.12284 3.63627 2.62175  0.469
H 3.98006 5.08452 0.98058  0.490
H 1.64993 4.66555 0.37132  0.480

Its frontier orbital gap (alpha / beta) is 6.56 / 6.21 eV. The charge is +2. The HOMO energy (alpha / beta) comes out at -0.4784 / -0.4998 Ha. Its expectation value of S² is 3.782. For the energy above the lowest of the compared OMol25 structures with the same formula, charge and spin, the calculation gives 23.35 kJ/mol. The largest force on an atom is 0.483 eV Å⁻¹. The spin multiplicity is 4.

=====

Molecular formula: C39H42N8O3Sr
Method: DFT, ωB97M-V/def2-TZVPD

Each line ends with the Mulliken charge.
Element x y z (Å)
Sr -0.13997 0.74112 0.78494  1.827
N -0.04849 -2.89202 2.56992  -0.510
C 1.25127 -2.22439 2.57193  -0.674
C 1.05919 -0.72590 2.44593  0.890
O -0.06253 -0.25444 2.89731  -0.766
N 1.90602 0.09915 1.87446  -0.581
C 2.87709 -0.36479 0.87595  -1.219
C 2.23753 -0.48027 -0.55219  0.746
O 2.97388 -0.33225 -1.51226  -0.759
O 0.96075 -0.69838 -0.56711  -0.409
H -0.67658 -2.33348 3.13864  0.209
H 0.02493 -3.81244 2.98344  0.221
H 1.85466 -2.59505 1.74512  0.277
H 1.81953 -2.38520 3.50060  0.273
H 3.33480 -1.34040 1.06796  0.456
H 3.68734 0.35607 0.77243  0.330
C -2.85570 1.82722 -3.38354  -2.345
C -1.97869 0.60480 -3.54217  1.069
C -2.53057 -0.64836 -3.25821  1.239
C -4.00650 -0.77126 -2.96371  -2.143
C -1.72022 -1.78697 -3.25127  0.708
C -2.34505 -3.12838 -2.94928  -1.949
C -0.36100 -1.67311 -3.55762  1.488
C 0.58450 -2.84010 -3.41738  -2.618
C 0.14798 -0.44911 -4.00167  1.188
C 1.57690 -0.36770 -4.47111  -2.178
C -0.65141 0.69633 -3.97492  1.108
C -0.05430 2.00088 -4.44799  -2.471
H -3.52809 1.97921 -4.23285  0.404
H -2.27749 2.74090 -3.27224  0.317
H -3.48432 1.74094 -2.49604  0.357
H -4.22844 -0.71969 -1.89146  0.182
H -4.40607 -1.71796 -3.32308  0.436
H -4.58148 0.01818 -3.44362  0.505
H -2.91449 -3.49667 -3.80768  0.399
H -3.04776 -3.07800 -2.11634  0.389
H -1.60669 -3.88835 -2.71252  0.281
H 0.66483 -3.42842 -4.33648  0.323
H 0.27794 -3.51535 -2.62122  0.470
H 1.57972 -2.48770 -3.15643  0.491
H 2.25140 -0.25648 -3.62023  0.200
H 1.73463 0.47318 -5.14315  0.401
H 1.86432 -1.27061 -5.00874  0.519
H 0.29826 1.91229 -5.47706  0.499
H 0.81257 2.29018 -3.85013  0.416
H -0.76451 2.82295 -4.43695  0.418
C -1.82892 5.97637 3.47832  -0.428
C -0.69667 5.22668 3.19953  -0.827
C -0.82975 3.95717 2.64996  0.002
C -2.09662 3.46241 2.40357  -0.131
C -3.23814 4.19330 2.68575  -0.349
C -3.09685 5.46193 3.22377  -0.593
N -2.14696 2.12740 1.81793  0.871
N -3.22675 1.54537 1.98611  -0.782
C -3.31395 0.17394 1.44054  -0.458
C -4.38828 -0.56380 1.88496  -0.308
C -4.49802 -1.88085 1.44512  -0.727
C -3.55233 -2.38527 0.57576  -0.944
C -2.52002 -1.55209 0.14650  -0.811
N -2.42188 -0.29424 0.56524  0.785
H -1.72853 6.96867 3.89774  0.385
H 0.28857 5.62012 3.40892  0.409
H 0.04709 3.35181 2.45876  0.449
H -4.21241 3.77531 2.47589  0.454
H -3.97631 6.05066 3.44604  0.374
H -5.09501 -0.12280 2.57267  0.544
H -5.32106 -2.49589 1.78379  0.436
H -3.59664 -3.40434 0.21904  0.568
H -1.77043 -1.87954 -0.56376  0.869
N 3.95210 6.98474 -0.65663  -0.011
C 4.34218 8.15092 -1.28954  0.686
C 5.23046 9.16242 -0.93342  -1.025
C 5.36037 10.20732 -1.82412  -0.406
C 4.63465 10.24629 -3.02995  -0.506
C 3.75703 9.23969 -3.36859  -0.741
C 3.60749 8.17863 -2.47529  0.619
N 2.78385 7.06153 -2.56261  -0.663
C 3.02563 6.39142 -1.47245  -0.067
C 2.34459 5.13557 -1.10666  1.103
C 2.83406 4.29099 -0.11982  -1.215
C 2.10841 3.16004 0.21455  -0.713
N 0.95066 2.84749 -0.37216  0.704
C 0.50850 3.64179 -1.34881  -1.244
C 1.16361 4.78947 -1.75146  -0.701
H 4.25742 6.65359 0.23985  0.180
H 5.79217 9.13719 -0.00963  0.378
H 6.03725 11.01840 -1.59157  0.378
H 4.77263 11.08377 -3.69989  0.381
H 3.19814 9.25814 -4.29375  0.434
H 3.77707 4.47460 0.37735  0.387
H 2.46630 2.46931 0.97164  0.475
H -0.41667 3.34336 -1.82661  0.816
H 0.77446 5.40899 -2.54599  0.551

Its frontier orbital gap is 6.58 eV. The charge is 0. The HOMO energy comes out at -0.2840 Ha. For the energy above the lowest of the compared OMol25 structures with the same formula, charge and spin, the calculation gives 48.75 kJ/mol. The largest force on an atom is 1.985 eV Å⁻¹. The spin multiplicity is 1.

=====

Number 1: energy -141250.94322 eV. Number 2: energy -60027.26269 eV.